Here is 9 unconnected molecules or ions with the total composition C14H13BBrCl33NO6P2 in a non-equilibrium geometry from the Open Molecules 2025 dataset. Energies are from wB97M-V/def2-TZVPD.

XYZ file:
```
71
Properties=species:S:1:pos:R:3:mulliken_charge:R:1
C -3.2789 2.7249 1.9474 -0.987
C -2.9383 2.5109 0.4140 -0.403
N -2.4413 1.2634 -0.1215 -0.047
P -2.4240 -0.2068 0.7865 0.532
C -4.2883 -0.3273 1.0713 -0.615
C -5.1845 -0.2264 -0.2796 0.110
O -5.4276 0.8200 -0.8990 -0.487
Br -6.0261 -1.9105 -0.9965 -0.215
B -1.7930 -1.1091 -0.8387 0.282
O -2.5581 -2.2402 -1.3662 -0.491
O -0.6296 -0.6551 -1.5366 -0.303
C -0.0792 -1.6738 -2.4177 -0.205
C -1.0340 0.3191 1.9675 0.400
O -1.0533 0.2146 3.2336 -0.669
O 0.0908 0.9165 1.3839 -0.644
P -2.2848 -2.2089 1.7525 -0.224
O -2.9002 -2.1990 3.3543 -0.340
Cl -0.2083 -2.6769 1.9709 -0.120
H -2.6339 3.5851 2.3698 0.235
H -4.3654 3.1208 2.0250 0.226
H -3.2446 1.8092 2.6252 0.347
H -2.1687 3.3497 0.1346 0.201
H -3.8810 2.8248 -0.1900 0.511
H -2.4684 1.1951 -1.1438 0.170
H -4.5382 -1.3885 1.4678 0.550
H -4.7373 0.3802 1.8449 0.454
H -2.1309 -3.0731 -1.0527 0.260
H 0.8190 -1.1671 -2.9411 0.058
H 0.3214 -2.5859 -1.8584 0.087
H -0.8148 -2.0286 -3.2278 0.308
H -2.8689 -3.1180 3.7221 0.263
C 3.8981 1.8419 0.3863 0.177
Cl 3.4118 2.0935 2.0741 -0.041
Cl 4.0849 3.4182 -0.4156 -0.138
Cl 5.4660 0.9749 0.3415 -0.149
Cl 2.6436 0.9137 -0.4571 0.049
C 3.6245 -3.1349 1.0086 -0.006
Cl 2.6314 -3.6860 -0.3584 0.068
Cl 2.6878 -3.2666 2.5097 -0.024
Cl 5.0837 -4.1454 1.1261 -0.086
Cl 4.0931 -1.4411 0.7532 0.149
C 3.3153 -5.6146 -3.7587 0.299
Cl 2.9235 -7.2904 -3.3166 -0.109
Cl 3.7648 -5.5452 -5.4764 -0.110
Cl 1.8955 -4.5806 -3.4758 -0.057
Cl 4.6743 -5.0441 -2.7692 -0.063
C -1.9686 6.8750 -0.4982 0.255
Cl -2.2528 5.1709 -0.0673 -0.032
Cl -1.8537 7.8522 0.9835 -0.120
Cl -0.4519 7.0101 -1.4138 -0.092
Cl -3.3169 7.4681 -1.4953 -0.108
C -0.3253 10.3180 -3.9021 0.335
Cl -1.5410 9.5689 -4.9591 -0.097
Cl 1.2591 9.5714 -4.2003 -0.099
Cl -0.2335 12.0596 -4.2463 -0.110
Cl -0.7849 10.0720 -2.2055 -0.041
C -2.0021 -5.2971 6.1760 0.361
Cl -0.3944 -5.1178 5.4447 -0.038
Cl -2.1059 -6.8658 7.0054 -0.118
Cl -2.2703 -3.9888 7.3465 -0.090
Cl -3.2418 -5.2173 4.9049 -0.143
C 1.4912 -1.1169 -6.4587 0.232
Cl 1.7954 -2.6009 -5.5302 0.044
Cl -0.2579 -0.8151 -6.5355 -0.093
Cl 2.2940 0.2533 -5.6632 -0.084
Cl 2.1331 -1.3053 -8.1062 -0.127
C 7.4033 -3.1157 4.4147 0.294
Cl 7.1225 -4.8452 4.1167 -0.109
Cl 6.4266 -2.1542 3.2874 -0.008
Cl 6.9424 -2.7209 6.0846 -0.102
Cl 9.1251 -2.7456 4.1725 -0.110
```

HOMO level = -4.389 eV
Orbital gap = 5.9 eV
LUMO energy = 1.476 eV
Charge = -1

=====

Here is a molecular structure, C14H13BrF6N2O8PtS3 in a non-equilibrium geometry from the Open Molecules 2025 dataset. Energies are from wB97M-V/def2-TZVPD.

XYZ file:
```
48
Properties=species:S:1:pos:R:3:nbo_charge:R:1
Pt -0.4036 0.5404 -1.4561 0.583
F -2.6705 -2.2324 -5.4060 -0.320
C -2.4206 -2.6819 -4.1809 0.727
F -3.5962 -3.0248 -3.6303 -0.332
F -1.6950 -3.7931 -4.2544 -0.319
S -1.6712 -1.3693 -3.0741 2.190
O -1.1191 -2.1646 -2.0007 -0.927
O -2.8341 -0.5476 -2.8893 -0.924
N -0.5506 -0.5084 -3.8460 -1.175
S 0.5993 -1.2752 -4.7384 2.206
O -0.0469 -2.2098 -5.6328 -0.971
O 1.4662 -0.2673 -5.2579 -0.923
C 1.7355 -2.5107 -3.8724 0.754
F 2.7080 -2.0340 -3.1554 -0.284
F 2.2996 -3.1698 -4.8962 -0.338
F 1.0155 -3.3743 -3.1719 -0.314
Br 2.1549 -0.3739 1.2920 0.035
C 2.3010 1.4426 0.7498 -0.069
C 2.2686 2.4085 1.7470 -0.252
C 2.3340 3.7514 1.4118 -0.223
C 2.4658 4.1144 0.0776 -0.225
C 2.5518 3.1332 -0.8934 -0.180
C 2.4597 1.7793 -0.5817 -0.060
C 2.5837 0.8013 -1.7315 0.756
O 3.6335 0.8833 -2.3729 -0.684
O 1.6105 0.0318 -1.9657 -0.769
H 2.1819 2.1033 2.7794 0.205
H 2.2719 4.5048 2.1881 0.194
H 2.4943 5.1603 -0.2038 0.196
H 2.6876 3.3975 -1.9344 0.222
S -0.9816 2.0916 -0.0971 -0.755
O -3.7918 -1.2421 1.7389 -0.620
C -2.6646 -0.8653 1.9442 0.790
O -1.6370 -1.1784 1.1738 -0.658
C -2.3148 -0.0131 3.1565 -0.165
N -0.9929 0.5843 3.0240 -0.664
C -0.3860 0.6594 4.3369 -0.209
C -0.7400 -0.7080 4.9010 -0.410
C -2.1934 -0.8861 4.4413 -0.397
H -3.1302 0.7058 3.2733 0.196
H -0.9353 1.4037 2.4254 0.425
H -0.8544 -0.6736 1.4964 0.523
H -0.8262 1.4503 4.9670 0.144
H 0.6861 0.8332 4.2680 0.203
H -0.6214 -0.7759 5.9836 0.194
H -0.1012 -1.4547 4.4274 0.210
H -2.8843 -0.5204 5.2016 0.195
H -2.4466 -1.9261 4.2384 0.220
```

⟨S²⟩ = 2.014
HOMO level (spin up / spin down) = -1.529 / -1.691 eV
Orbital gap (spin up / spin down) = 5.9 / 6.1 eV
Spin multiplicity = 3
LUMO energy (spin up / spin down) = 4.375 / 4.371 eV
Charge = -2

=====

Here is 2 unconnected molecules or ions with the total composition C14H13Cl6O5 in a non-equilibrium geometry from the Open Molecules 2025 dataset. Energies are from wB97M-V/def2-TZVPD.

XYZ file:
```
38
Properties=species:S:1:pos:R:3:nbo_charge:R:1
Cl -0.5370 1.5645 -0.0056 -0.145
C 1.1818 2.7206 -0.6338 -0.078
Cl 2.3769 1.5591 -1.1617 0.065
C 0.4910 3.3930 -1.8238 0.457
O 0.3948 2.8448 -2.9115 -0.523
C -0.1366 4.7047 -1.5295 -0.162
Cl -1.2440 5.2612 -2.6834 0.070
C 0.1450 5.4156 -0.3735 -0.062
Cl -0.4679 7.0043 -0.1800 0.057
C 1.0063 4.8578 0.6197 -0.106
Cl 1.3398 5.7595 2.0290 0.055
C 1.5904 3.5991 0.4393 -0.102
Cl 2.7175 3.0151 1.5774 0.072
C 3.9439 -2.2564 0.2882 -0.621
C 2.5260 -2.6495 -0.0440 -0.069
O 1.6224 -1.7171 0.5576 -0.530
C 0.3393 -1.9671 0.1849 0.732
C -0.5642 -1.1328 0.9861 -0.276
C -0.0335 -0.4275 2.1502 -0.639
C -2.0029 -1.1619 0.7309 0.745
O -2.8243 -0.5468 1.4013 -0.694
O -2.3355 -1.9670 -0.2926 -0.508
C -3.7210 -2.3470 -0.3618 -0.065
C -3.8156 -3.5314 -1.2868 -0.623
O 0.0792 -2.7766 -0.6909 -0.643
H 4.6429 -2.9000 -0.2479 0.200
H 4.1562 -1.2199 0.0084 0.213
H 4.1311 -2.3935 1.3581 0.200
H 2.3730 -2.6543 -1.1279 0.192
H 2.2928 -3.6519 0.3376 0.172
H -0.8746 0.0931 2.6128 0.235
H 0.4095 -1.1450 2.8530 0.193
H 0.7224 0.2959 1.8179 0.213
H -4.0639 -2.6187 0.6453 0.181
H -4.3049 -1.5017 -0.7260 0.174
H -4.8319 -3.6102 -1.6737 0.194
H -3.1089 -3.4703 -2.1223 0.227
H -3.6153 -4.4414 -0.7211 0.200
```

HOMO level = -3.469 eV
Orbital gap = 3.9 eV
LUMO energy = 0.404 eV
Charge = -1

=====

Here is a molecular structure, C14H13ClN2O3W in a non-equilibrium geometry from the Open Molecules 2025 dataset. Energies are from wB97M-V/def2-TZVPD.

XYZ file:
```
34
Properties=species:S:1:pos:R:3:mulliken_spin:R:1
Cl -0.9681 2.1193 -1.2529 0.112
C -0.9961 -1.7879 -0.8481 0.010
C 0.3725 -1.9213 -0.5123 -0.026
C 1.1439 -1.0408 -1.3500 -0.031
H 0.8012 -2.6880 0.1209 0.004
C 0.2210 -0.3542 -2.2324 0.020
C -1.0849 -0.7956 -1.9148 0.016
H -2.0138 -0.4830 -2.3867 -0.002
H -1.7825 -2.4258 -0.4859 0.014
H 2.2229 -0.9747 -1.3341 0.010
C 0.6005 0.6736 -3.2366 0.000
W -0.2036 0.1931 -0.0957 1.720
C 1.4210 1.2993 0.2624 0.021
O 2.4097 1.7924 0.6147 0.154
C -1.9271 1.3847 0.7922 -0.064
O -2.8370 1.9004 1.3166 0.032
H 1.4872 1.2540 -2.9421 0.000
H -0.2266 1.3832 -3.3770 0.002
H 0.7963 0.2185 -4.2199 0.002
N -1.0837 -3.4881 5.6382 0.000
C -0.9051 -3.2213 4.2946 -0.001
O -0.9428 -4.1483 3.4864 -0.002
C -0.6686 -1.8201 3.8624 -0.005
C -0.6164 -0.7552 4.7630 0.021
C -0.3391 0.5169 4.2753 -0.003
C -0.1276 0.7381 2.9157 0.015
N -0.3150 -0.2773 2.0096 -0.059
C -0.5131 -1.5511 2.4989 0.049
H -1.2300 -4.4322 5.9164 0.000
H -1.0907 -2.7931 6.4040 0.000
H -0.7995 -0.9181 5.8258 0.000
H -0.3097 1.3693 4.9332 0.000
H 0.1355 1.7295 2.5627 -0.006
H -0.5700 -2.3533 1.7560 -0.003
```

⟨S²⟩ = 2.016
HOMO level (spin up / spin down) = -15.947 / -15.952 eV
Orbital gap (spin up / spin down) = 7.8 / 5.9 eV
Spin multiplicity = 3
LUMO energy (spin up / spin down) = -8.126 / -10.068 eV
Charge = +2

=====

Here is C14H13F3N4O2 in the gas phase in a non-equilibrium geometry from the Open Molecules 2025 dataset. Energies are from wB97M-V/def2-TZVPD.

XYZ file:
```
36
Properties=species:S:1:pos:R:3:nbo_charge:R:1
C 1.9688 -4.4632 -1.6039 -0.648
C 0.5688 -3.8611 -1.5035 0.216
N -0.4281 -4.6204 -1.8951 -0.424
C -1.6293 -4.1059 -1.8122 0.063
C -1.8913 -2.8269 -1.2978 -0.209
C -3.2595 -2.2981 -1.2686 0.407
O -3.8494 -1.8906 -0.2629 -0.509
C -0.8054 -2.0114 -0.9650 -0.031
C -1.1239 -0.5270 -0.5917 -0.276
N -0.8215 -0.2915 0.8817 -0.456
N 0.4647 0.3465 1.0341 -0.487
C 0.5297 1.7312 1.1890 0.374
C -0.5110 2.6251 1.2559 -0.301
C -0.3542 3.9514 1.3198 -0.138
C 0.8968 4.4221 1.5622 -0.204
C 1.1383 5.8715 1.8830 0.978
F 2.2263 5.9963 2.6979 -0.318
F 1.3197 6.4329 0.6163 -0.339
F 0.0810 6.4575 2.4689 -0.311
C 2.0225 3.4790 1.4540 0.090
N 1.8221 2.2103 1.2553 -0.452
C 0.5014 -2.5065 -0.9902 0.255
O 1.5971 -1.6894 -0.6956 -0.670
H 1.7996 -5.5025 -1.7646 0.231
H 2.5231 -4.3939 -0.6830 0.223
H 2.4827 -3.9139 -2.3750 0.228
H -2.4510 -4.7973 -2.2525 0.201
H -3.8799 -2.4508 -2.1090 0.132
H -0.6194 0.1392 -1.2485 0.211
H -2.1404 -0.2210 -0.7574 0.230
H -0.9558 -1.1305 1.3221 0.372
H 1.1165 -0.0590 1.6815 0.399
H -1.4732 2.2663 1.2176 0.227
H -1.1842 4.6002 1.1949 0.230
H 3.0229 3.8187 1.7397 0.210
H 1.2956 -0.7876 -0.6972 0.497
```

HOMO level = -8.637 eV
Orbital gap = 8.7 eV
LUMO energy = 0.033 eV
SMILES = Cc1ncc(C=O)c(CNNc2ccc(C(F)(F)F)cn2)c1O

=====

Here is C14H13FO5 in the gas phase from the Open Molecules 2025 dataset. Energies are from wB97M-V/def2-TZVPD.

XYZ file:
```
33
Properties=species:S:1:pos:R:3:nbo_charge:R:1
O 2.4420 1.2542 2.0686 -0.584
C 1.5186 1.3676 1.3124 0.803
C 0.3843 2.3571 1.4386 -0.495
C -0.6432 1.7565 2.4131 -0.491
C -1.0534 0.3649 1.9517 0.582
O -0.7061 -0.6147 2.5727 -0.542
C -1.8340 0.2558 0.6983 -0.206
C -1.8887 -0.9986 0.0864 -0.094
C -2.5657 -1.1828 -1.1007 -0.277
C -3.2041 -0.0953 -1.6697 0.422
F -3.8716 -0.2534 -2.8276 -0.319
C -3.1890 1.1572 -1.0778 -0.298
C -2.4992 1.3300 0.1058 -0.156
O 1.3336 0.5809 0.2381 -0.494
C 2.2282 -0.5089 0.1012 -0.025
C 3.6494 -0.1313 -0.3140 -0.457
C 4.0462 -1.3192 -1.1928 -0.072
O 2.8335 -1.8305 -1.7374 -0.474
C 1.7649 -1.4146 -1.0554 0.775
O 0.6446 -1.7195 -1.3238 -0.548
H 0.7666 3.2954 1.8408 0.241
H -0.0596 2.5142 0.4565 0.235
H -0.1858 1.6576 3.3995 0.243
H -1.5111 2.4110 2.4910 0.227
H -1.3750 -1.8228 0.5546 0.242
H -2.5924 -2.1431 -1.5884 0.237
H -3.7118 1.9759 -1.5475 0.230
H -2.5047 2.3045 0.5688 0.211
H 2.2220 -1.0898 1.0349 0.231
H 4.3144 0.0083 0.5339 0.245
H 3.6157 0.7904 -0.8978 0.222
H 4.6961 -1.0488 -2.0263 0.202
H 4.5222 -2.1130 -0.6071 0.184
```

HOMO level = -9.359 eV
Orbital gap = 9.7 eV
LUMO energy = 0.375 eV
SMILES = O=C(CCC(=O)c1ccc(F)cc1)O[C@@H]1CCOC1=O

=====

Here is C14H13N3O2S in the gas phase in a non-equilibrium geometry from the Open Molecules 2025 dataset. Energies are from wB97M-V/def2-TZVPD.

XYZ file:
```
33
Properties=species:S:1:pos:R:3:nbo_charge:R:1
C 4.6117 -3.4371 2.6117 -0.251
O 4.0765 -2.4343 1.7853 -0.495
C 2.7204 -2.2785 1.7262 0.272
C 1.8095 -3.0618 2.4518 -0.280
C 0.4475 -2.8605 2.3532 -0.218
C -0.0122 -1.8573 1.5135 0.135
N -1.2900 -1.4535 1.2355 -0.510
C -1.2308 -0.4209 0.3398 -0.005
C -2.3090 0.3124 -0.2379 0.629
O -3.5026 0.1649 -0.0326 -0.633
N -1.8448 1.2952 -1.1376 -0.426
C -0.5144 1.5086 -1.3638 0.288
N 0.4539 0.8435 -0.8259 -0.480
C 0.1015 -0.1420 0.0277 0.133
C 0.9008 -1.0587 0.7758 -0.038
C 2.2683 -1.2723 0.8845 -0.226
S 0.0360 2.7132 -2.5117 0.277
C -1.3696 3.8941 -2.6731 -0.511
C -2.4849 3.5853 -1.6970 -0.421
C -2.8531 2.1102 -1.7868 -0.230
H 5.6919 -3.3701 2.4907 0.200
H 4.2776 -4.4347 2.3070 0.173
H 4.3577 -3.2737 3.6645 0.173
H 2.1664 -3.8421 3.1048 0.219
H -0.2392 -3.4725 2.9183 0.214
H -2.1412 -1.8358 1.6110 0.426
H 2.9711 -0.6740 0.3299 0.234
H -1.7200 3.8229 -3.7029 0.215
H -0.9457 4.8837 -2.5087 0.229
H -2.1749 3.8184 -0.6759 0.217
H -3.3540 4.1981 -1.9404 0.227
H -2.9507 1.8081 -2.8358 0.202
H -3.7923 1.8938 -1.2703 0.262
```

HOMO level = -7.466 eV
Orbital gap = 8.0 eV
LUMO energy = 0.534 eV
SMILES = COc1ccc2[nH]c3c(=O)n4c(nc3c2c1)SCCC4

=====

Here is C14H13N3S in the gas phase in a non-equilibrium geometry from the Open Molecules 2025 dataset. Energies are from wB97M-V/def2-TZVPD.

XYZ file:
```
31
Properties=species:S:1:pos:R:3:nbo_charge:R:1
C -3.1383 0.4097 1.4010 -0.624
C -1.8588 -0.3984 1.4879 -0.030
C -0.6050 0.1067 0.6002 -0.055
C 0.6669 -0.4553 0.8159 -0.156
C 1.6724 0.1468 0.1352 -0.250
C 1.5201 1.2395 -0.6838 0.172
C 2.6496 1.7100 -1.4482 -0.109
C 2.8149 3.1007 -1.9658 -0.219
C 3.7898 3.2556 -2.9370 -0.413
S 4.5567 1.7339 -3.3102 0.422
C 3.5855 0.8865 -2.1187 -0.383
N 0.3401 1.8245 -0.9111 -0.386
C -0.6803 1.1586 -0.3058 0.019
N -1.9416 -1.8621 1.3596 -0.372
C -1.9935 -2.5123 0.1476 -0.122
C -1.9849 -3.7740 0.4301 -0.096
N -1.9771 -4.0459 1.8634 -0.449
C -1.9891 -2.8060 2.3545 0.178
H -3.5366 0.3150 0.4111 0.219
H -3.7060 -0.0628 2.2019 0.229
H -2.9187 1.4582 1.5974 0.227
H -1.3699 -0.2190 2.4161 0.208
H 0.7790 -1.2896 1.5082 0.227
H 2.7045 -0.0982 0.3831 0.223
H 2.1702 3.9159 -1.6041 0.236
H 4.0198 4.1523 -3.5305 0.246
H 3.5381 -0.2072 -2.0638 0.239
H -1.6524 1.4651 -0.3773 0.180
H -1.6816 -2.1163 -0.8615 0.239
H -1.7946 -4.5477 -0.3455 0.209
H -1.9791 -2.4843 3.3501 0.194
```

HOMO level = -8.669 eV
Orbital gap = 9.0 eV
LUMO energy = 0.351 eV
SMILES = C[C@H](c1ccc(-c2ccsc2)nc1)n1ccnc1

=====

| no. | DFT total energy (Ha) |
| --- | --- |
| 1 | -19515.2809 |
| 2 | -5739.8629 |
| 3 | -3678.6325 |
| 4 | -1403.2020 |
| 5 | -1210.3138 |
| 6 | -1017.3840 |
| 7 | -1254.2691 |
| 8 | -1103.6789 |